# 1
Below is C16H36N2O5P2S3TcTe as an isolated structure, with properties calculated with the ωB97M-V functional and the def2-TZVPD basis.

Each line ends with the Mulliken spin population.
Element x y z (Å)
1 H -3.270 -0.615 3.401  0.00
2 C -2.399 -0.004 3.647  0.00
3 N -0.512 -3.189 0.526  0.00
4 O -1.839 0.745 -3.110  0.00
5 C -0.161 -0.501 -4.333  0.00
6 H 1.062 -0.642 5.013  0.00
7 H -3.643 2.334 -3.707  0.00
8 H -0.007 -1.344 -5.000  0.00
9 N -0.155 -3.065 -0.850  0.02
10 H -1.782 4.718 -3.466  0.00
11 H -2.384 0.584 -5.638  0.00
12 P -1.590 0.925 -1.574  0.00
13 C 4.798 -1.389 -1.603  0.02
14 H 2.750 3.079 4.134  0.00
15 H 4.237 -3.265 -4.311  0.00
16 S 2.802 -2.790 -2.405  0.00
17 H 1.024 -2.409 4.809  0.00
18 C 5.164 -1.926 -2.844  -0.01
19 H 5.428 -0.743 -1.019  0.00
20 H -2.444 -1.178 -5.743  0.00
21 C -2.358 0.291 5.134  0.00
22 P 0.031 -0.353 2.470  -0.03
23 C -1.618 -0.439 -3.910  0.00
24 C 1.457 1.903 2.891  0.00
25 H -2.344 -0.636 5.699  0.00
26 C -2.678 3.372 -2.077  0.00
27 C 1.959 2.347 4.253  0.00
28 H 1.147 2.802 4.814  0.00
29 H 3.279 -1.654 5.606  0.00
30 C 3.536 -1.757 -1.194  -0.02
31 H -2.926 4.141 -1.339  0.00
32 H 0.487 -0.618 -3.466  -0.01
33 H -1.479 0.881 5.383  0.00
34 H 1.145 2.764 2.296  0.00
35 O 1.140 -1.359 3.048  0.02
36 C 1.480 -1.483 4.454  0.00
37 C -2.577 -0.329 -5.081  0.00
38 H -3.248 0.853 5.410  0.00
39 H -1.882 -1.309 -3.294  0.00
40 O 0.289 1.081 3.086  0.01
41 C -1.506 3.817 -2.925  0.00
42 H -4.654 2.544 -2.267  0.00
43 H -3.609 -0.320 -4.739  0.00
44 C -3.900 3.010 -2.896  0.00
45 H 2.347 1.507 4.820  0.00
46 S -2.277 -0.654 -0.470  -0.06
47 C 4.194 -2.715 -3.391  0.01
48 H 0.114 0.409 -4.862  0.00
49 H 3.444 -0.628 4.180  0.00
50 H 2.224 1.344 2.340  0.00
51 H 0.714 -3.557 -1.074  -0.01
52 O -1.260 -0.805 3.244  0.01
53 H -0.882 -3.401 -1.483  0.00
54 S 0.414 0.909 -1.001  0.08
55 H -1.240 3.055 -3.653  0.00
56 Te 2.674 -1.393 0.683  0.08
57 H -0.639 4.039 -2.308  0.00
58 H 3.368 -2.388 3.998  0.00
59 H -2.415 0.921 3.069  0.00
60 H -0.008 -3.927 1.024  0.00
61 C 2.990 -1.540 4.566  0.00
62 H 6.113 -1.755 -3.319  0.00
63 H -1.515 -3.348 0.645  0.00
64 Tc 0.019 -1.108 0.239  0.87
65 O -2.301 2.247 -1.202  0.00
66 H -4.327 3.911 -3.327  0.00

Calculated values
**LUMO energy (alpha / beta)**: -8.68 / -8.48 eV
**Multiplicity**: 2
**F_max**: 2.5 eV/Å
**Expectation value of S²**: 1.082
**HOMO-LUMO gap (alpha / beta)**: 0.18585 / 0.20080 hartree
**Net charge**: +2


# 2
Below is a 4-piece molecular cluster, C16H36N2O6 overall, with properties calculated with the ωB97M-V functional and the def2-TZVPD basis.

Each line ends with the Mulliken charge.
Element x y z (Å)
1 C -0.038 2.134 -4.091  -0.31
2 H 0.855 2.638 -4.479  0.32
3 C -3.887 -3.361 -1.802  -0.34
4 H -2.269 -0.583 -2.600  0.30
5 H -1.050 -0.126 1.586  0.29
6 H -1.299 -1.051 3.059  0.39
7 H 1.972 -1.113 5.105  0.24
8 C -0.368 3.409 -6.763  -1.03
9 C 2.299 -0.344 5.805  -0.67
10 O -2.674 -2.902 -1.227  -0.35
11 C -1.633 -2.592 -2.140  -0.20
12 H -4.545 -3.529 -0.950  0.35
13 H 2.044 2.134 7.463  0.30
14 H -0.882 4.049 -7.482  0.38
15 H 0.304 1.262 -3.532  0.31
16 H 3.734 0.414 4.294  0.07
17 H -0.161 3.373 -2.342  0.39
18 H 0.533 0.601 0.216  0.19
19 C -0.806 3.064 -3.166  -1.08
20 H -0.015 -2.968 2.091  0.30
21 C -1.972 -1.491 -3.127  -1.08
22 C 1.643 -0.102 1.953  0.15
23 H 2.196 1.170 0.318  0.42
24 H 2.560 -0.810 6.760  0.35
25 C -0.422 -2.182 1.453  -0.90
26 N 5.835 0.727 6.309  0.20
27 O 0.578 -0.402 2.843  -0.30
28 H -1.382 -2.513 1.054  0.36
29 H -1.930 1.931 -6.763  0.32
30 C -0.607 -0.893 2.230  -0.50
31 C 3.536 0.434 5.369  0.48
32 H -1.678 2.557 -2.751  0.26
33 N 2.010 1.932 6.473  -0.34
34 C -3.746 -4.641 -2.607  -1.08
35 H 0.747 0.994 5.103  0.13
36 H 0.253 -2.051 0.606  0.19
37 H 0.962 1.866 1.378  0.31
38 C 1.252 0.752 6.043  -0.36
39 H -1.300 -3.493 -2.668  0.30
40 H 0.178 4.058 -6.078  0.27
41 H -4.346 -2.577 -2.415  0.29
42 O -0.812 1.597 -5.150  -0.39
43 O 3.991 2.820 5.656  -0.55
44 H -3.121 -4.506 -3.490  0.28
45 H -0.806 -2.271 -1.506  0.15
46 H 2.013 -1.015 1.473  0.31
47 C -1.383 2.539 -6.042  -0.36
48 H -1.100 -1.260 -3.740  0.38
49 H -2.119 3.165 -5.525  0.31
50 O 4.667 -0.139 6.057  -0.28
51 H -4.730 -4.966 -2.950  0.39
52 H 0.352 2.792 -7.302  0.29
53 H 0.497 0.472 6.778  0.42
54 O 6.299 1.138 5.337  -0.20
55 H -2.781 -1.769 -3.803  0.30
56 H -1.143 3.967 -3.676  0.33
57 C 3.260 1.885 5.850  0.19
58 H 2.442 0.268 2.594  -0.08
59 H -3.314 -5.435 -1.996  0.29
60 C 1.305 0.944 0.906  -1.11

Calculated values
**LUMO energy**: 0.12 eV
**F_max**: 0.8 eV/Å
**HOMO-LUMO gap**: 0.35479 hartree
**SMILES**: O=NO[C@H]1CCNC1=O.CCOCC.CCOCC.CCOCC
**Net charge**: 0


# 3
Below is C16H36N4O7V as an isolated structure, with properties calculated with the ωB97M-V functional and the def2-TZVPD basis.

Each line ends with the Mulliken spin population.
Element x y z (Å)
1 C 0.749 -1.983 -3.792  0.01
2 H 1.839 3.437 3.190  0.00
3 H -3.608 3.122 -0.576  0.00
4 H -2.218 -4.288 -1.674  0.00
5 H 3.230 2.386 3.440  0.00
6 C -1.395 -0.496 5.329  0.00
7 H 0.918 -1.907 -2.718  0.01
8 H -2.483 -0.493 5.400  0.00
9 C 1.982 2.607 0.315  0.01
10 H -1.553 -2.819 3.557  0.00
11 C 0.221 -0.543 -5.756  0.00
12 C -2.857 0.043 0.098  0.00
13 C 4.965 -0.354 -0.295  0.00
14 O 1.079 1.750 0.403  0.03
15 H 3.745 4.898 1.518  0.00
16 H 1.653 -2.293 -4.317  0.00
17 C 0.153 0.396 -3.497  0.01
18 O 0.124 -0.134 2.045  0.02
19 H 0.389 0.559 3.990  0.00
20 C -0.145 -0.048 3.242  0.01
21 O 0.369 -2.534 -0.139  0.02
22 V 0.762 -0.364 -0.140  2.87
23 C 2.406 2.610 2.763  0.00
24 O -1.649 0.115 -0.008  -0.01
25 H -1.674 -2.651 -2.014  0.00
26 H 0.821 -1.094 -6.479  0.00
27 H 2.206 3.088 -0.650  0.00
28 H 5.199 0.645 -0.661  0.00
29 C 3.896 3.860 1.222  0.00
30 N 2.795 2.962 1.354  0.00
31 H -2.061 2.323 -0.987  0.00
32 H -1.031 -1.298 5.971  0.00
33 H -5.507 1.864 0.268  0.00
34 H -0.523 -4.274 0.360  0.00
35 H -3.412 -0.729 0.654  0.00
36 O 0.178 0.307 -2.276  0.00
37 H -0.048 -2.727 -3.806  0.00
38 H 5.315 -1.120 -0.986  0.00
39 H -0.811 -0.891 -5.811  0.00
40 C 3.413 -0.440 -0.218  -0.01
41 H 4.296 3.811 0.209  0.00
42 H -2.915 -1.778 3.619  0.00
43 C -0.404 -3.632 -0.512  -0.01
44 N -3.672 1.083 -0.284  0.00
45 C -5.094 0.962 -0.183  0.00
46 H -5.313 0.185 0.550  0.00
47 H -1.962 -1.671 2.178  0.00
48 C -3.147 2.244 -1.029  0.00
49 O 2.827 -0.806 0.848  0.01
50 N -1.141 -0.766 3.897  0.00
51 H 1.668 1.813 2.862  0.00
52 H 5.576 -0.570 0.582  0.00
53 O 2.690 -0.182 -1.209  0.00
54 H -3.496 2.234 -2.062  0.00
55 C -1.889 -1.827 3.255  0.00
56 H 4.677 3.576 1.927  0.00
57 H 0.187 -4.251 -1.188  0.00
58 H -1.048 0.495 5.623  0.00
59 H -5.530 0.808 -1.170  0.00
60 H -2.616 -2.969 -0.593  0.00
61 C -1.822 -3.380 -1.218  0.00
62 N 0.511 -0.661 -4.305  0.00
63 H -0.156 1.295 -4.051  0.00
64 H 0.339 0.496 -6.065  0.00

Calculated values
**LUMO energy (alpha / beta)**: 0.49 / 0.49 eV
**Multiplicity**: 4
**F_max**: 2.5 eV/Å
**Expectation value of S²**: 3.754
**Energy relative to the best compared isomer or geometry (same formula, charge and spin)**: 39.95 kcal/mol
**HOMO-LUMO gap (alpha / beta)**: 0.21771 / 0.24952 hartree
**Net charge**: 0